1.
This record from the OMol25 dataset describes a gas-phase ion, C5H6N (charge +1). The level of theory is wB97M-V/def2-TZVPD.

XYZ file:
```
12
Properties=species:S:1:pos:R:3:forces:R:3
C -2.90452 0.06911 -0.90579 0.232 0.729 -0.254
C -0.90176 -0.79362 1.16432 -4.986 -1.324 2.773
C -2.03701 0.53943 -0.16235 -0.248 -1.731 -1.164
C -0.89909 0.67715 0.77110 -0.697 -0.017 -0.016
C 0.18334 -0.43947 0.44555 3.088 4.572 0.324
N 1.11588 -0.74822 -0.61230 0.697 0.954 -1.493
H -3.66422 -0.19240 -1.68108 1.055 0.400 1.273
H -1.06546 1.68141 1.40095 1.603 -2.513 -1.026
H -1.51764 -1.39822 1.85552 1.034 0.290 -0.678
H 0.68875 -1.47228 -1.18026 -0.013 -0.607 -0.791
H 2.12525 -1.10301 -0.38487 -2.119 0.975 0.085
H 1.15830 0.14784 -1.21707 0.353 -1.729 0.967
```
Positions in Å, forces in eV/Å.

**M**: 80.1 g/mol
**HOMO level (spin up / spin down)**: -10.823 / -13.838 eV
**Relative energy (zero: lowest compared OMol25 entry of this formula, charge and spin)**: 125.53 kcal per mole
**LUMO level (spin up / spin down)**: -4.008 / -7.054 eV
**HOMO-LUMO gap (spin up / spin down)**: 6.82 / 6.78 eV
**Net charge**: +1
**Multiplicity**: 3

---

2.
This record from the OMol25 dataset describes a gas-phase ion, C5H6N (charge +1). The level of theory is wB97M-V/def2-TZVPD.

XYZ file:
```
12
Properties=species:S:1:pos:R:3:forces:R:3
C 2.81619 0.43155 0.04555 -1.360 0.405 0.957
C 2.36645 -0.82320 0.01015 1.056 0.258 -0.300
C -2.25513 -0.07170 0.05714 -3.181 -1.893 -0.165
C -0.96266 -0.32778 -0.05673 6.680 3.637 0.661
C 0.14281 0.59356 -0.00913 -4.266 1.400 -0.040
N 1.44831 0.22869 -0.09603 3.049 -1.840 -0.826
H 3.41406 1.33952 0.26612 -0.068 -1.052 -0.439
H 2.46584 -1.88278 -0.16550 0.012 0.028 0.173
H -2.83312 -1.04405 0.02791 -0.166 1.925 0.173
H -2.60351 0.92758 0.13762 -0.780 0.394 0.010
H -0.54586 -1.25301 0.06647 0.288 -2.936 -0.236
H 0.19502 1.68804 -0.03367 -1.265 -0.326 0.033
```
Positions in Å, forces in eV/Å.

**M**: 80.1 g/mol
**HOMO level (spin up / spin down)**: -11.140 / -15.278 eV
**Relative energy (zero: lowest compared OMol25 entry of this formula, charge and spin)**: 77.24 kcal per mole
**LUMO level (spin up / spin down)**: -5.135 / -7.397 eV
**HOMO-LUMO gap (spin up / spin down)**: 6.01 / 7.88 eV
**Net charge**: +1
**Multiplicity**: 3